DFT (ωB97M-V/def2-TZVPD) results for C44H32CdN4S2SeTe as an isolated structure in a non-equilibrium geometry.

```
! wB97M-V def2-TZVPD RIJCOSX def2/J DEFGRID3
* xyz 0 1
Cd 1.2629 -2.4583 1.1892
C -0.6595 -2.2249 -3.1845
C -1.8531 -1.7112 -2.7609
C -2.2948 -1.9514 -1.4824
C -1.4454 -2.7110 -0.6259
N -0.1824 -3.0197 -1.0009
C 0.1801 -2.8637 -2.2691
C -1.8034 -2.9921 0.7872
C -3.1610 -3.1796 1.1181
C -3.5033 -3.4815 2.3889
C -2.5313 -3.5865 3.3538
C -1.1871 -3.4388 3.0262
C -0.7632 -3.1670 1.7270
H -0.2943 -2.1293 -4.1948
H -2.3965 -1.0193 -3.4572
H -3.2587 -1.6411 -1.1436
H 1.1756 -3.2453 -2.6272
H -3.9448 -3.2331 0.3552
H -4.5449 -3.5074 2.7421
H -2.8700 -3.6958 4.3962
H -0.5150 -3.5810 3.8512
S -2.7075 2.3963 5.5260
C -4.0699 1.6316 6.1688
C -4.2468 0.4206 5.6311
C -3.2698 0.0188 4.7358
C -2.3240 1.0340 4.5915
C -1.2948 1.1039 3.5449
C -0.8229 -0.1230 3.0073
N 0.0258 -0.1464 1.9653
C 0.4075 0.9600 1.3554
C 0.0596 2.2035 1.9111
C 0.7447 3.3065 1.3209
C 1.5489 3.1963 0.2572
C 1.7890 1.9663 -0.3940
C 2.5727 1.9364 -1.5924
C 2.7648 0.6805 -2.1761
C 2.3251 -0.4434 -1.3912
N 1.5353 -0.3749 -0.3002
C 1.2390 0.8323 0.2032
C 3.4439 0.4946 -3.4221
C 4.1036 -0.5975 -3.8581
C 4.6451 -0.4643 -5.2293
C 4.2470 0.7152 -5.8069
S 3.4101 1.6840 -4.7108
C -0.8430 2.2595 3.0026
H -4.6685 2.1560 6.9516
H -5.1347 -0.1626 5.9530
H -3.1513 -0.8994 4.1927
H -1.1138 -1.0839 3.5486
H 0.6186 4.3125 1.8055
H 1.9861 4.0989 -0.1669
H 2.9292 2.8350 -2.0887
H 2.7785 -1.3596 -1.6381
H 4.4237 -1.4538 -3.2856
H 5.2089 -1.2421 -5.7437
H 4.4564 1.0760 -6.8041
H -1.1437 3.2575 3.3029
Se 3.8359 -2.4556 1.5057
C 4.4514 -3.0034 -0.2083
C 5.7079 -2.4790 -0.7104
C 6.0892 -2.9953 -1.9172
N 5.5253 -3.9618 -2.6189
C 4.3210 -4.4025 -2.1824
C 3.8017 -3.9510 -0.9818
H 6.3145 -1.6522 -0.3433
H 7.1414 -2.6347 -2.1596
H 3.8264 -5.1269 -2.8636
H 2.9212 -4.5151 -0.5158
C -3.9351 3.3047 0.9681
Te -3.6744 1.1866 1.0127
C -3.0301 1.5065 -0.9522
C -2.3955 2.8375 -0.9096
C -1.4500 3.2599 -1.8735
C -0.8675 4.5495 -1.8002
C -1.2971 5.3924 -0.7990
C -2.2144 5.0238 0.1604
C -2.8531 3.7305 0.0805
H -4.0553 3.8141 1.9170
H -4.9055 3.4289 0.5402
H -3.9258 1.4912 -1.5236
H -2.5102 0.7352 -1.4067
H -1.2243 2.5653 -2.7015
H -0.0177 4.8651 -2.4527
H -0.9492 6.3893 -0.7462
H -2.5133 5.7096 0.9260
*
```

Values from the calculation:
Highest occupied orbital energy (eV): -7.59
F_max (eV/Å): 3.33
LUMO energy (eV): -0.55
Kohn-Sham gap (eV): 7.0375
Energy relative to the best compared isomer or geometry (same formula, charge and spin) (kcal/mol): 22.6

=====

DFT (ωB97M-V/def2-TZVPD) results for a 3-piece molecular cluster, C4H7ClN overall in a non-equilibrium geometry.

```
! wB97M-V def2-TZVPD RIJCOSX def2/J DEFGRID3
* xyz 1 1
C 1.8420 2.4881 -1.0577
C -0.7192 -0.6787 -0.1647
C 1.4445 2.1036 -2.1245
C -1.3553 -1.8640 0.3694
N -0.0793 0.1980 -0.5199
Cl -0.3716 -0.1111 3.0134
H 1.9600 3.0064 -0.1540
H 1.4170 1.6400 -3.0739
H 0.5231 0.9061 -1.0503
H 0.0460 -1.3019 3.3660
H -1.4912 -1.5743 1.4402
H -0.8495 -2.7942 0.2084
H -2.3666 -2.0181 -0.2522
*
```

Values from the calculation:
Highest occupied orbital energy (eV): -15.32
F_max (eV/Å): 3.43
LUMO energy (eV): -3.63
Kohn-Sham gap (eV): 11.6958
Energy relative to the best compared isomer or geometry (same formula, charge and spin) (kcal/mol): 78.0